An isolated molecule of C7H8BrP in a non-equilibrium geometry. Source: OMol25; level of theory: the ωB97M-V functional and the def2-TZVPD basis.

Values from the calculation:
**HOMO-LUMO gap**: 8.339 eV
**SMILES**: CP(Br)c1ccccc1
**Energy relative to the best compared isomer or geometry (same formula, charge and spin)**: 0.000 eV
**Max |F|**: 0.065 hartree/bohr
**Charge**: 0

The geometry in XYZ format:
```
17
Properties=species:S:1:pos:R:3:lowdin_charge:R:1
C -1.65 -2.25 0.08 -0.391
P -1.89 -0.72 1.13 0.726
Br -3.60 0.40 -0.32 0.036
C -0.43 0.27 0.64 -0.490
C 0.62 -0.22 -0.16 -0.095
C 1.63 0.63 -0.48 -0.084
C 1.59 1.94 -0.05 -0.083
C 0.60 2.46 0.76 -0.089
C -0.39 1.61 1.12 -0.129
H -0.72 -2.76 0.25 0.013
H -1.74 -1.80 -0.95 0.021
H -2.60 -2.94 0.27 0.077
H 0.35 -1.15 -0.61 0.071
H 2.29 0.46 -1.31 0.106
H 2.32 2.71 -0.23 0.100
H 0.61 3.46 1.09 0.093
H -1.10 1.97 1.91 0.116
```